{"formula": "C44H66O33", "method": "the ωB97M-V functional and the def2-TZVPD basis", "elements": ["C", "C", "C", "O", "C", "O", "O", "H", "H", "H", "H", "H", "H", "C", "C", "C", "O", "C", "O", "O", "H", "H", "H", "H", "H", "H", "C", "C", "C", "O", "C", "O", "O", "H", "H", "H", "H", "H", "H", "C", "C", "C", "O", "C", "O", "O", "H", "H", "H", "H", "H", "H", "C", "C", "C", "O", "C", "O", "O", "H", "H", "H", "H", "H", "H", "C", "C", "C", "O", "C", "O", "O", "H", "H", "H", "H", "H", "H", "C", "C", "C", "O", "C", "O", "O", "H", "H", "H", "H", "H", "H", "C", "C", "C", "O", "C", "O", "O", "H", "H", "H", "H", "H", "H", "C", "C", "C", "O", "C", "O", "O", "H", "H", "H", "H", "H", "H", "C", "C", "C", "O", "C", "O", "O", "H", "H", "H", "H", "H", "H", "C", "C", "C", "O", "C", "O", "O", "H", "H", "H", "H", "H", "H"], "positions_angstrom": [[1.659, -1.272, -7.155], [2.194, -1.612, -5.737], [3.336, -0.811, -5.295], [2.877, -0.391, -4.017], [1.569, -0.593, -3.838], [0.864, -0.217, -2.905], [1.147, -1.302, -4.861], [2.462, -1.415, -7.879], [1.372, -0.239, -7.350], [0.767, -1.864, -7.360], [2.502, -2.654, -5.647], [3.593, -0.013, -5.991], [4.204, -1.469, -5.264], [-6.113, 1.725, 2.466], [-6.254, 1.179, 1.062], [-5.369, -0.062, 0.922], [-6.309, -1.039, 0.464], [-7.594, -0.521, 0.381], [-8.551, -1.156, -0.055], [-7.573, 0.691, 0.885], [-6.368, 0.945, 3.183], [-6.872, 2.443, 2.778], [-5.122, 2.120, 2.692], [-6.027, 1.846, 0.230], [-4.894, -0.359, 1.857], [-4.531, 0.047, 0.233], [-4.195, 1.697, -3.888], [-3.311, 1.320, -2.670], [-1.954, 1.980, -2.655], [-1.951, 2.786, -1.488], [-3.150, 2.767, -0.935], [-3.407, 3.345, 0.107], [-3.933, 1.964, -1.578], [-4.142, 0.987, -4.714], [-3.927, 2.677, -4.282], [-5.242, 1.651, -3.588], [-3.337, 0.237, -2.550], [-1.886, 2.580, -3.563], [-1.175, 1.225, -2.558], [1.127, 0.847, 1.421], [0.769, 0.124, 0.145], [1.000, -1.351, 0.126], [-0.306, -1.921, -0.118], [-1.199, -0.945, -0.319], [-2.389, -1.144, -0.747], [-0.626, 0.220, -0.040], [2.152, 0.768, 1.782], [0.430, 0.535, 2.199], [0.869, 1.894, 1.262], [1.154, 0.605, -0.754], [1.489, -1.658, 1.051], [1.667, -1.668, -0.676], [-2.712, -0.116, 3.852], [-1.798, -0.684, 4.911], [-2.211, -2.073, 5.305], [-1.013, -2.740, 5.367], [-0.048, -1.970, 4.794], [1.066, -2.401, 4.559], [-0.519, -0.816, 4.407], [-3.751, -0.149, 4.179], [-2.742, -0.676, 2.918], [-2.421, 0.924, 3.702], [-1.731, -0.101, 5.830], [-2.828, -2.421, 4.477], [-2.851, -2.177, 6.181], [4.258, -3.878, -2.032], [5.110, -2.868, -1.296], [5.945, -1.931, -2.161], [5.425, -0.678, -1.815], [4.528, -0.769, -0.765], [3.885, 0.208, -0.325], [4.310, -2.049, -0.511], [4.832, -4.498, -2.721], [3.565, -3.290, -2.633], [3.752, -4.484, -1.280], [5.822, -3.436, -0.697], [5.776, -2.180, -3.208], [7.027, -1.980, -2.033], [3.077, 6.720, 5.069], [2.743, 6.289, 3.653], [3.848, 6.573, 2.607], [4.091, 5.298, 2.000], [3.303, 4.356, 2.623], [3.089, 3.264, 2.190], [2.710, 4.877, 3.670], [2.237, 6.621, 5.756], [3.374, 7.764, 4.972], [3.930, 6.196, 5.499], [1.776, 6.679, 3.335], [4.758, 6.855, 3.137], [3.638, 7.365, 1.887], [-1.781, -3.654, 1.987], [-3.110, -4.364, 1.972], [-4.283, -3.694, 1.255], [-4.622, -4.653, 0.291], [-3.815, -5.745, 0.363], [-3.888, -6.724, -0.314], [-2.902, -5.575, 1.255], [-1.835, -2.575, 2.130], [-1.219, -3.825, 1.068], [-1.093, -4.096, 2.708], [-3.405, -4.561, 3.003], [-3.993, -2.805, 0.694], [-5.051, -3.441, 1.986], [-0.152, 4.621, 0.840], [-1.208, 4.818, 1.951], [-1.506, 3.509, 2.644], [-1.306, 3.809, 4.022], [-0.813, 5.080, 4.181], [-0.530, 5.601, 5.256], [-0.658, 5.594, 2.954], [0.229, 5.604, 0.563], [-0.532, 4.300, -0.130], [0.718, 4.009, 1.079], [-2.174, 5.174, 1.592], [-0.767, 2.764, 2.348], [-2.552, 3.205, 2.593], [0.804, -5.248, -1.352], [1.404, -6.583, -0.879], [0.660, -7.841, -1.276], [1.720, -8.752, -1.445], [2.828, -8.072, -1.821], [3.865, -8.618, -2.312], [2.633, -6.740, -1.529], [-0.074, -4.940, -0.785], [0.556, -5.295, -2.413], [1.472, -4.387, -1.345], [1.650, -6.737, 0.171], [0.109, -7.645, -2.195], [-0.002, -8.225, -0.500], [4.505, 2.717, -3.087], [3.128, 2.438, -2.400], [2.848, 3.298, -1.151], [1.582, 3.836, -1.479], [1.348, 3.733, -2.761], [0.438, 4.318, -3.300], [2.202, 2.894, -3.329], [5.336, 2.250, -2.558], [4.726, 3.784, -3.120], [4.399, 2.194, -4.037], [2.948, 1.376, -2.235], [3.629, 4.053, -1.059], [2.789, 2.661, -0.268]], "atomic_forces_ev_per_a": [[0.581, -0.421, 0.136], [-1.433, -0.363, -2.981], [0.791, 0.252, -0.046], [1.640, 1.364, 1.475], [-1.318, 0.476, 1.351], [1.977, -0.710, -1.905], [-1.720, -0.670, 0.397], [-0.124, -0.605, -0.187], [0.028, 0.257, 0.881], [0.309, -0.242, -0.221], [-0.757, -0.309, -0.108], [-0.235, 0.569, 0.489], [0.222, 0.332, 0.721], [-0.780, 0.358, 0.632], [1.112, 0.101, 0.566], [-0.248, -0.156, -0.358], [-0.385, -0.476, -0.452], [-0.584, -2.792, -0.866], [2.528, 1.934, 1.264], [-1.196, 0.864, -0.067], [0.473, -0.553, -0.106], [0.128, 0.598, -0.687], [-0.014, -0.035, -0.209], [-0.115, 0.428, 0.356], [-0.463, -0.250, 0.287], [-0.324, 0.018, -0.417], [0.268, -0.567, 0.012], [-1.403, 0.249, -1.697], [0.505, -0.866, -0.653], [0.862, 0.568, -0.411], [0.902, 0.818, 2.509], [-0.145, -0.423, -1.129], [-2.373, -0.864, 0.675], [0.438, -0.118, 0.029], [-0.211, 0.107, 0.154], [0.036, 0.289, 0.133], [0.245, 0.153, 0.467], [0.668, 0.199, 0.262], [0.249, 0.350, -0.212], [-0.715, 0.510, 0.059], [0.867, 0.825, -0.275], [0.809, -0.688, -0.243], [0.100, -0.398, 0.021], [-3.097, -0.877, -1.536], [4.729, 1.034, 2.114], [-2.658, 0.561, -0.354], [-0.081, -0.116, -0.367], [0.151, -0.378, 0.215], [0.408, 0.112, 0.021], [0.507, -0.031, 0.264], [-0.670, -0.511, 0.245], [-0.211, 0.056, -0.134], [-0.294, 0.807, 0.467], [-2.257, 0.941, 0.768], [-1.794, 0.239, -0.961], [1.431, -0.803, 0.571], [2.961, -3.121, -0.909], [-1.845, 1.034, 0.639], [0.999, 0.666, -0.550], [-0.040, 0.234, 0.370], [0.641, -0.051, -0.012], [-0.237, 0.001, -0.413], [-0.171, 0.654, -0.216], [0.027, -0.724, -0.188], [0.547, 0.179, 0.338], [-0.075, 0.756, 0.041], [1.984, -2.213, -0.660], [-0.393, -0.645, -0.454], [-0.439, 1.556, 0.979], [-1.844, 3.232, -1.033], [2.531, -3.581, -1.102], [-0.706, 0.658, 1.507], [0.130, -0.090, 0.267], [-0.464, -0.222, -0.062], [-0.111, -0.100, -0.423], [-0.244, 0.091, 0.646], [-0.237, 0.462, -0.240], [-0.078, 0.107, 0.496], [0.087, 0.854, -0.331], [0.609, 0.338, 0.534], [0.562, -0.100, 1.043], [-0.622, -0.283, -0.042], [-0.179, 0.449, -1.565], [0.670, -0.145, 0.177], [-0.893, -0.737, 0.464], [-0.062, 0.054, -0.225], [-0.143, 0.263, 0.447], [0.024, -0.225, -0.325], [-0.093, -0.155, 0.026], [0.149, 0.078, -0.038], [-0.283, -0.410, -0.193], [0.951, -0.014, -0.198], [0.753, 0.777, 0.604], [1.178, 0.548, -0.108], [-1.108, -1.028, -0.580], [-1.464, -0.313, -1.591], [-0.406, 0.182, -0.343], [1.454, 0.080, 2.186], [-0.146, -0.058, 0.135], [-0.519, 0.225, -0.366], [-0.263, 0.132, 0.520], [-0.011, -0.522, -0.004], [0.074, 0.215, 0.219], [-0.465, -0.279, -0.453], [-0.500, 1.315, -0.612], [0.186, -2.046, -2.088], [-0.106, -0.307, 0.727], [0.429, 0.834, 1.447], [0.296, -0.589, 1.721], [-0.678, -1.164, -2.941], [0.656, 2.251, 1.431], [0.211, 0.246, 0.225], [-0.447, -0.460, 0.384], [-0.250, -0.089, 0.505], [0.364, 0.760, -0.213], [-0.446, -0.348, 0.069], [0.285, -0.290, -0.610], [-0.101, -0.001, 0.237], [-0.745, 0.684, 0.525], [-0.802, 0.701, 0.277], [0.903, -0.505, -0.837], [3.511, -1.837, -1.321], [-4.648, 2.924, 2.254], [2.085, -1.503, -1.683], [-0.095, -0.260, -0.049], [-0.322, -0.461, -0.008], [0.420, -0.296, 0.595], [-0.362, 0.940, 0.431], [-0.021, -0.474, -0.230], [-0.003, 0.123, -0.158], [-0.688, -1.248, 1.143], [2.453, 0.129, 0.318], [0.614, -1.530, -0.580], [0.147, 0.867, 1.982], [-1.942, 0.855, -1.231], [0.789, -0.720, -0.015], [-1.211, 0.313, -1.535], [-0.092, -0.140, 0.183], [-0.309, -0.040, -0.479], [0.403, 0.563, -0.314], [0.217, 0.127, 0.068], [-0.328, 0.297, 0.295], [-0.026, 0.419, 0.114]], "total_energy_ev": -114266.8621, "smiles": "C[C@H]1COC(=O)O1.C[C@H]1COC(=O)O1.C[C@H]1COC(=O)O1.C[C@H]1COC(=O)O1.C[C@H]1COC(=O)O1.C[C@H]1COC(=O)O1.C[C@H]1COC(=O)O1.C[C@H]1COC(=O)O1.C[C@H]1COC(=O)O1.C[C@H]1COC(=O)O1.C[C@H]1COC(=O)O1"}